ORCA calculation (wB97M-V/def2-TZVPD) on a structure of composition C3H10BBaNO4 in a non-equilibrium geometry.

Values from the calculation:
Electronic energy, eV: -14307.4894
Total charge: +2
Highest occupied orbital energy, eV: -16.27
Gap between HOMO and LUMO, Eh: 0.28291

Cartesian coordinates (Å):
C (-1.06, -0.51, 2.88)
O (0.07, -0.58, 1.97)
C (-0.30, -0.95, 0.58)
C (0.93, -0.69, -0.31)
N (0.95, 0.71, -0.68)
O (1.26, 0.89, -2.04)
B (0.05, 1.05, -2.81)
O (-0.35, 2.28, -3.17)
O (-0.62, -0.05, -3.25)
H (-1.86, 0.07, 2.44)
H (-0.78, -0.03, 3.83)
H (-1.43, -1.50, 3.13)
H (-0.62, -1.99, 0.57)
H (-1.06, -0.26, 0.27)
H (0.91, -1.34, -1.17)
H (1.81, -1.00, 0.28)
H (1.60, 1.27, -0.15)
H (-0.12, 2.97, -2.55)
H (-1.26, -0.42, -2.64)
Ba (1.87, 0.07, 2.85)